Computed, not measured: a cluster of 8 separate species, C32H56O16 in total in a non-equilibrium geometry, with wB97M-V/def2-TZVPD.

Results
- M: 696.8 g/mol
- HOMO level: -10.15 eV
- LUMO level: 0.0 eV
- Spin multiplicity: 1
- HOMO-LUMO gap: 10.1 eV
- Energy: -66849.71887 eV

Positions of all 104 atoms, in Å:
H  2.222  4.688  7.761
H  -1.986  5.141  -1.163
C  1.863  -0.085  0.495
C  -2.581  7.199  2.262
H  -0.196  5.106  -0.752
C  2.228  7.302  0.752
C  1.505  2.318  0.342
H  4.720  11.586  2.832
O  2.257  -1.200  0.239
H  3.682  5.868  0.059
O  7.227  10.216  0.805
O  -1.366  3.794  6.370
C  1.294  7.490  10.025
H  1.877  8.071  -2.851
C  1.212  9.967  7.420
C  7.445  9.683  2.118
H  4.215  6.952  1.252
O  2.408  12.901  1.722
H  8.255  10.216  2.616
C  0.947  6.695  2.771
H  0.063  3.735  8.374
H  2.101  7.307  9.316
O  2.149  10.566  7.820
H  1.838  11.003  1.710
H  6.617  9.614  2.823
H  0.704  3.046  0.209
H  0.687  6.586  10.048
O  6.458  9.583  -1.191
H  -3.482  6.990  2.840
H  4.248  10.241  1.625
H  7.404  7.598  2.513
O  0.696  2.677  6.705
C  -2.595  6.458  0.926
H  2.498  3.801  9.307
C  3.455  13.229  0.889
H  1.743  7.211  -0.220
H  1.421  4.836  3.742
C  0.939  8.628  -4.820
H  0.000  7.353  -1.921
O  -3.644  5.899  0.572
C  7.790  8.270  1.746
H  2.915  3.057  7.714
C  2.234  3.715  8.253
C  2.082  8.100  -3.922
O  1.824  0.450  1.725
H  0.279  1.629  4.600
H  0.316  0.841  -0.510
H  -0.751  2.868  3.852
H  8.856  8.098  1.600
H  1.447  9.600  10.033
O  1.694  6.341  1.636
O  2.381  6.775  -4.407
H  0.467  5.847  4.716
H  1.638  2.438  2.524
C  -0.596  2.262  4.744
O  0.381  9.157  8.213
H  5.530  12.520  1.084
C  1.500  6.269  -5.301
H  2.184  8.331  1.107
O  3.362  14.207  0.158
H  1.230  10.860  5.303
H  2.380  2.956  0.216
C  0.616  5.568  3.673
H  -1.434  1.577  4.608
H  1.775  7.525  11.003
H  0.470  7.407  -6.643
C  0.448  7.367  -5.554
H  2.354  11.446  3.308
C  -0.457  3.018  6.049
C  1.283  1.781  1.729
H  -1.720  7.419  -2.186
H  5.981  7.451  0.907
H  -0.301  10.169  5.846
C  0.780  10.135  5.982
C  0.766  8.864  9.605
C  6.913  7.887  0.547
C  -0.890  6.732  -2.021
H  -0.142  9.110  10.156
H  -0.537  6.964  -5.317
H  1.873  1.114  -1.374
H  -1.712  6.821  2.801
H  -0.302  5.108  3.306
C  3.632  6.922  0.332
H  -2.446  8.269  2.107
O  -1.345  6.435  0.294
H  4.113  7.336  -0.554
C  0.861  3.051  8.083
O  1.456  5.063  -5.572
C  6.812  9.272  -0.046
C  4.090  11.249  2.009
H  2.939  8.764  -4.027
H  7.483  7.339  -0.204
O  0.737  7.902  3.143
H  0.205  1.823  1.883
H  0.724  2.130  8.650
C  -1.097  5.704  -0.882
C  4.527  12.160  0.854
H  1.407  9.246  -5.586
C  1.386  1.017  -0.403
C  2.587  11.581  2.252
H  -0.679  6.167  -2.929
H  0.099  9.185  -4.407
H  4.397  11.613  -0.079
H  1.170  9.218  5.540

Atom charges from the Löwdin analysis, given in e for atoms 1 to 99: H 0.072; H 0.120; C -0.472; C 0.030; H 0.110; C -0.232; C -0.166; H 0.117; O 0.123; H 0.081; O 0.024; O 0.070; C -0.073; H 0.095; C -0.507; C -0.147; H 0.064; O 0.013; H 0.133; C -0.411; H 0.111; H 0.069; O 0.117; H 0.119; H 0.119; H 0.101; H 0.066; O 0.077; H 0.093; H 0.098; H 0.112; O -0.030; C -0.428; H 0.079; C -0.434; H 0.102; H 0.091; C -0.127; H 0.045; O 0.071; C -0.170; H 0.076; C -0.056; C -0.142; O 0.044; H 0.078; H 0.140; H 0.061; H 0.124; H 0.112; O -0.022; O 0.011; H 0.100; H 0.118; C 0.001; O -0.027; H 0.128; C -0.439; H 0.114; O 0.093; H 0.071; H 0.117; C 0.010; H 0.095; H 0.077; H 0.121; C -0.086; H 0.104; C -0.473; C -0.180; H 0.089; H 0.082; H 0.090; C 0.018; C -0.208; C -0.055; C -0.048; H 0.114; H 0.116; H 0.134; H 0.050; H 0.083; C -0.068; H 0.095; O -0.052; H 0.090; C -0.214; O 0.078; C -0.471; C -0.146; H 0.122; H 0.138; O 0.031; H 0.115; H 0.125; C -0.210; C -0.077; H 0.110; C -0.078